# 1
C18H13N7O4SV | ωB97M-V/def2-TZVPD

Results
Multiplicity = 3
Net charge = +1
Kohn-Sham gap (alpha / beta) = 8.14 / 8.18 eV
E = -2720.0142 Eh

Each line ends with the Löwdin spin population.
Cartesian coordinates (Å):
C  -1.76526  1.81610  0.65751  -0.002
H  -1.42410  -1.38570  -1.38001  0.000
H  3.09029  0.76239  -4.11899  0.000
C  6.02802  1.66632  0.23166  0.000
H  2.21612  2.17495  -3.50551  0.000
C  1.27742  -3.48587  -1.83703  0.023
H  1.55914  0.54862  -3.27697  0.001
O  2.23090  -0.92216  1.22891  0.009
C  -5.11657  -0.06344  3.99347  0.000
C  0.94929  -5.84896  -2.01936  0.003
C  2.47383  1.13540  -3.30091  0.003
O  4.13421  -0.32435  2.29295  -0.003
V  1.28515  -0.89395  -0.33330  1.868
N  1.29304  -2.32453  -1.50168  -0.009
C  -4.69434  0.90022  3.08884  0.000
C  -0.54412  1.23928  0.39225  0.013
H  -4.12766  1.75979  3.42180  0.000
H  -6.09709  -0.51411  0.35860  0.000
N  0.67406  -6.94876  -1.82091  0.004
C  -2.92476  1.21015  0.18677  0.013
N  1.29516  -4.59933  -2.30492  0.021
H  -6.74911  -2.13970  2.11201  0.000
C  4.76426  1.22259  -0.42994  0.000
S  -4.51923  1.92651  0.52736  0.002
N  2.77147  0.34750  -0.93850  0.007
H  -4.86975  0.03744  5.04439  0.000
C  -5.02799  0.73435  1.75347  0.001
O  6.25662  1.38439  1.36097  -0.001
C  3.18482  1.00757  -2.00249  0.014
H  -3.68101  -0.45091  -0.95872  0.000
C  -2.80541  0.04547  -0.56403  -0.003
C  3.45290  -0.27912  1.33052  0.009
C  -6.15593  -1.26970  2.37149  0.000
C  -1.55691  -0.48211  -0.80089  0.011
H  -1.81553  2.72487  1.24078  0.000
N  -0.43658  0.10668  -0.33132  -0.002
C  3.74566  0.46153  0.05396  0.010
C  -5.78598  -0.36730  1.38447  0.000
H  4.90003  2.09440  -2.39316  0.000
N  -5.83023  -1.14098  3.65869  0.000
N  4.38091  1.54962  -1.72458  0.007
H  0.37590  1.67696  0.75748  0.001
O  6.91741  2.38711  -0.49359  0.000
H  6.67093  2.52077  -1.41154  0.000

Atoms 1-2, force components in eV/Å:
C 0.1 0.2 0.1
H 0.0 0.0 0.0

***

# 2
C18H14BrCl2N3O4Pt | ωB97M-V/def2-TZVPD

Results
Multiplicity = 1
Kohn-Sham gap = 6.96 eV
E = -4773.1855 Eh

Each line ends with the Mulliken charge.
Cartesian coordinates (Å):
C  1.20043  -0.67772  -2.26946  0.347
C  1.68165  -1.94528  -1.97314  0.175
C  1.68054  3.69667  2.38610  -0.146
N  -0.96331  1.24905  0.39589  -0.081
H  -4.00244  3.57343  0.65090  0.433
Cl  0.74844  5.11265  1.87261  -0.172
O  1.38294  -1.98331  0.41716  -0.758
C  1.45519  -0.08099  -3.49703  -0.779
H  3.31344  -2.54555  -4.89520  0.414
H  -3.85357  -3.40770  1.93635  0.436
C  2.71736  -2.02525  -4.15843  -0.499
C  -0.67195  -2.30551  2.10629  0.103
C  2.42887  -2.61476  -2.93886  -0.552
O  2.22708  1.00488  0.31351  -0.558
Cl  0.67152  2.45681  3.14302  -0.112
Pt  0.71209  0.00072  0.99674  1.336
C  1.40767  -2.66986  -0.67363  0.103
H  -4.14666  1.21800  1.44893  0.393
C  -2.07752  -0.61144  1.36603  0.712
H  -4.15379  -1.05742  1.16064  0.367
C  -1.74698  -3.17277  2.23452  -0.838
N  -0.83743  -1.05047  1.67197  0.079
C  -3.18141  -1.42833  1.45059  -0.893
C  -3.23819  1.60287  1.00882  -0.827
O  1.22117  -3.87780  -0.71364  -0.690
H  2.13638  3.24387  1.51124  0.072
H  2.42275  4.01606  3.10667  0.413
C  -3.00640  -2.73696  1.88439  -0.358
C  -1.96150  3.37333  0.02385  -0.779
C  2.22184  -0.75906  -4.42723  0.105
H  0.60832  -0.14090  -1.53867  0.380
O  3.01133  -0.09363  1.93192  -0.403
Br  2.59512  0.05515  -6.09584  -0.217
C  -3.14933  2.91407  0.56315  -0.461
H  1.07116  0.90361  -3.72545  0.428
C  -0.88108  2.50832  -0.03143  -0.475
H  -1.56520  -4.18510  2.56252  0.400
C  -2.12268  0.79525  0.89977  0.577
H  -1.85129  4.39042  -0.32194  0.458
H  2.77844  -3.61427  -2.71853  0.435
H  0.08099  2.81375  -0.42273  0.632
H  0.34018  -2.60796  2.31960  0.524
N  3.29581  0.66314  1.03803  0.277

Atoms 1-2, force components in eV/Å:
C 0.0 0.1 0.0
C 0.1 -0.1 -0.2

***

# 3
C18H14Cl3MoN6O10 | ωB97M-V/def2-TZVPD

Results
Multiplicity = 3
Net charge = +1
Kohn-Sham gap (alpha / beta) = 7.60 / 7.65 eV
E = -3223.7930 Eh

Each line ends with the Löwdin spin population.
Cartesian coordinates (Å):
H  -1.95744  1.99743  0.27415  0.000
C  -2.34857  1.03016  -2.11697  0.010
H  -4.13293  -1.14711  -0.02338  0.000
O  -5.59728  2.92001  0.63379  0.000
O  -1.27809  -0.15070  0.87902  0.027
N  3.69240  2.08428  -2.45245  0.000
C  -2.58446  5.15886  2.37570  0.000
C  -2.32959  -0.77666  1.00530  0.011
C  2.78303  -3.18106  -1.88566  -0.001
C  -1.03973  3.59365  1.38851  0.003
O  0.53534  2.07884  0.36138  0.073
C  2.83985  1.96514  -1.45125  0.012
H  -3.11037  -0.63052  -3.18709  0.001
C  -1.28317  4.74100  2.14190  0.001
Cl  0.35865  -1.91732  -1.89570  0.011
C  -3.38587  3.28622  1.15492  0.000
H  -2.76818  6.05355  2.95359  0.000
C  -3.12166  -0.27562  -2.15489  0.003
O  -1.03105  0.89078  -1.86708  0.045
H  -2.33953  -0.49582  2.86202  0.000
N  3.19169  1.24292  -3.33140  0.009
H  -4.15242  -0.06768  -1.86887  0.000
C  4.02713  -3.38905  -1.30801  0.002
H  -3.06710  -2.54301  0.15028  0.000
H  2.90022  2.50465  -0.52073  0.001
O  -4.21634  1.29497  0.34789  0.000
N  -4.49168  2.44681  0.66949  0.000
Cl  4.00107  -0.95907  1.85504  0.000
C  -2.10195  2.86902  0.88115  0.001
O  1.32554  3.71251  1.62387  0.009
O  -2.53528  -1.29030  -1.35519  0.004
N  3.72018  1.11950  -4.59505  0.003
O  -2.83959  2.09201  -2.35300  0.008
C  3.53853  -1.81943  0.43981  0.002
H  2.48599  -3.70560  -2.78199  0.000
C  -3.65845  4.42975  1.88102  0.000
C  1.94558  -2.27905  -1.26523  0.003
C  -3.09284  -1.47663  -0.09066  0.002
H  -0.44317  5.29682  2.53569  0.000
Cl  5.12349  -4.50104  -2.04818  0.001
Mo  0.23617  0.45048  -0.51497  1.680
H  3.61066  0.16109  -4.90554  0.000
C  2.27767  -1.58894  -0.10538  0.006
O  1.38642  -0.75640  0.45358  0.047
C  0.36919  3.16298  1.16638  0.010
H  4.69339  1.39909  -4.54949  0.000
H  -4.68131  4.72947  2.05820  0.000
O  -2.87608  -0.93394  2.18025  0.006
N  1.87871  1.07778  -1.75570  0.001
C  4.40955  -2.71704  -0.15737  -0.001
N  2.12087  0.62391  -2.97554  0.009
H  5.38476  -2.88688  0.27593  0.000

Atoms 1-2, force components in eV/Å:
H 0.0 0.0 0.0
C 0.0 0.0 0.0

***

# 4
C18H14CsN6 | ωB97M-V/def2-TZVPD

Results
Multiplicity = 1
Net charge = +1
Kohn-Sham gap = 8.66 eV
E = -1042.9137 Eh

Each line ends with the Mulliken charge.
Cartesian coordinates (Å):
C  -0.42051  -3.41380  2.68716  1.427
H  2.50972  4.99466  -1.65160  0.194
C  3.10146  3.66211  -0.12094  -0.430
H  -4.37394  -0.64064  2.77200  0.419
C  -2.50169  -2.44588  3.42810  -0.965
H  -1.47319  -3.95766  4.50074  0.380
Cs  0.80893  -0.77807  -1.91601  1.103
C  1.64387  -4.39790  1.97336  -0.635
C  -3.56871  -0.69919  2.05014  -0.582
N  0.96260  4.02347  -3.90182  -0.065
C  -3.55800  0.08886  0.93374  -0.665
H  0.62344  -4.95557  3.76921  0.420
C  -0.39078  -2.60466  1.53424  -0.152
C  0.18974  3.61140  -4.95795  -0.399
H  2.47114  -5.08409  2.08703  0.394
C  -0.06080  2.29268  -4.72801  -0.509
H  -0.09689  4.27557  -5.75336  0.417
C  -2.48367  -0.04344  0.04596  -0.379
N  0.53294  1.89329  -3.55873  -0.161
C  1.90417  2.96524  -1.83773  0.097
C  -2.51600  -1.60583  2.26826  1.409
H  -3.32010  -2.36260  4.13205  0.376
H  1.33324  4.95084  -3.79142  0.197
N  2.09082  1.90602  -1.08116  -0.175
N  -1.48189  -0.87952  0.21546  -0.272
H  3.13648  1.66423  0.77793  0.426
H  2.38279  -3.59358  0.12437  0.362
H  -2.45764  0.57611  -0.84611  0.393
N  0.61858  -2.68506  0.63809  -0.277
H  -0.63358  1.61257  -5.33508  0.427
C  0.63206  -4.32430  2.88925  -0.570
N  2.50295  4.05670  -1.29152  -0.056
C  2.83387  2.33152  -0.01111  -0.468
C  1.14680  2.95494  -3.08164  0.042
H  3.64655  4.34511  0.50529  0.412
C  -1.47988  -1.66665  1.31575  -0.227
C  -1.49463  -3.31550  3.62929  -0.968
H  -4.34663  0.79791  0.72527  0.394
C  1.58641  -3.54924  0.86151  -0.333

Atoms 1-2, force components in eV/Å:
C 0.1 0.0 -0.1
H 0.0 0.0 0.0

***

# 5
C18H14EuO5P | ωB97M-V/def2-TZVPD

Results
Multiplicity = 8
Net charge = +1
Kohn-Sham gap (alpha / beta) = 6.47 / 7.05 eV
E = -2121.7372 Eh

Each line ends with the Löwdin spin population.
Cartesian coordinates (Å):
C  3.59072  -1.64578  1.72203  0.000
C  -0.48274  3.80329  0.29274  0.000
Eu  -0.75338  -1.45965  -1.90901  6.600
C  -2.59975  -1.81147  -0.61840  0.111
C  3.82596  -0.81975  2.82342  0.000
H  0.19156  4.66569  0.36072  0.000
C  -1.94154  -0.42246  -3.41920  0.056
C  0.06693  2.52616  0.21998  -0.001
C  -1.87236  3.98235  0.29040  -0.001
O  1.01323  -3.94197  -0.43744  0.055
H  4.28920  -2.46730  1.49682  0.000
C  -1.73743  -3.38761  -3.09790  0.015
C  2.93562  0.22875  3.09909  0.000
H  4.69410  -0.98317  3.47057  0.000
O  -3.45786  -1.76369  0.16798  0.095
C  -2.71232  2.86842  0.20940  0.000
C  0.24511  -3.20581  -0.92070  0.051
O  0.91094  0.10110  -7.07523  0.000
C  0.22096  -0.04730  -6.16633  -0.002
P  -0.02944  -0.28334  0.40718  -0.010
H  0.52116  -1.84866  -3.36296  -0.047
C  1.61964  -0.37314  1.17977  -0.002
C  -0.78362  1.41901  0.17864  -0.001
H  -0.63494  -1.67085  2.16609  0.000
C  1.83441  0.44696  2.28772  -0.001
H  1.11519  1.25334  2.53100  0.000
C  2.49561  -1.43575  0.90525  0.000
H  -2.03878  -0.62417  1.70492  0.000
C  -0.97356  -0.67855  1.88217  0.001
H  3.10416  0.88821  3.95393  0.000
C  -2.18156  1.59521  0.13169  0.001
O  -2.31640  0.29926  -4.26367  0.063
H  -2.29301  4.99179  0.36068  0.000
H  -2.86743  0.71527  0.09567  0.001
H  1.15962  2.36398  0.23859  0.000
O  -2.02098  -4.23326  -3.78893  0.015
H  2.31648  -2.11367  0.04235  0.000
H  -0.64036  0.06113  2.62902  0.000
H  -3.81315  3.00743  0.21193  0.000

Atoms 1-2, force components in eV/Å:
C 0.8 -0.3 0.3
C 0.0 0.4 -0.1